1.
{"formula": "C3H6N4O", "method": "ωB97M-V with the def2-TZVPD basis set", "homo_ev": -8.7, "e_above_lowest_kcal_mol": 203.55, "total_energy_ha": -411.884566, "max_force_ha_per_bohr": 0.120, "species": ["O", "N", "N", "N", "N", "C", "C", "C", "H", "H", "H", "H", "H", "H"], "coordinates": [[0.44, -1.15, -0.19], [-1.54, 0.90, -0.04], [2.88, -0.56, 0.13], [0.74, 0.13, -0.37], [-2.64, -0.90, -0.58], [2.07, 0.50, -0.20], [-2.41, -0.06, 0.36], [-0.32, 1.01, -0.35], [-0.17, 2.09, -0.18], [-3.11, 0.20, 1.73], [2.08, 1.58, -0.52], [-3.66, -1.52, -0.32], [1.58, -1.61, 0.34], [4.05, -0.61, 0.20]], "mulliken_charge": [-0.63, -0.35, -0.66, 0.25, -0.52, 0.15, 0.07, 0.02, 0.22, 0.23, 0.29, 0.24, 0.44, 0.25]}

2.
{"formula": "C4H10NOP", "method": "ωB97M-V with the def2-TZVPD basis set", "homo_ev": -9.2, "e_above_lowest_kcal_mol": 33.75, "total_energy_ha": -629.718199, "max_force_ha_per_bohr": 0.076, "species": ["P", "O", "N", "C", "C", "C", "C", "H", "H", "H", "H", "H", "H", "H", "H", "H", "H"], "coordinates": [[2.74, 0.37, -0.27], [3.98, -0.36, -0.15], [1.46, -0.46, 0.35], [-1.15, -0.60, 1.10], [-0.22, 1.61, 0.11], [-0.39, 0.13, 0.06], [-0.68, -0.48, -1.30], [-0.70, -0.62, 2.09], [0.02, -1.36, -1.36], [0.48, 1.87, -0.78], [-1.78, -0.86, -1.31], [-2.18, -0.25, 1.06], [1.30, -1.46, 0.49], [-1.29, -1.69, 0.90], [0.28, 1.91, 1.04], [-0.67, 0.21, -2.20], [-1.19, 2.04, 0.19]], "mulliken_charge": [0.14, -0.50, -0.29, -1.56, -1.52, 1.35, -1.11, 0.39, 0.30, 0.37, 0.29, 0.40, 0.25, 0.39, 0.35, 0.33, 0.41]}

3.
{"formula": "C3H6N2O6S", "method": "ωB97M-V with the def2-TZVPD basis set", "homo_ev": [-10.0, -10.0], "e_above_lowest_kcal_mol": 0.00, "total_energy_ha": -1076.765031, "max_force_ha_per_bohr": 0.033, "species": ["S", "O", "O", "O", "O", "O", "O", "N", "N", "C", "C", "C", "H", "H", "H", "H", "H", "H"], "coordinates": [[0.30, -1.19, -0.13], [-0.52, 2.60, 0.08], [1.29, -1.80, -0.95], [-3.31, -0.40, 0.72], [-1.40, 0.72, 0.91], [-1.06, -1.66, -0.26], [-2.47, 0.45, -1.07], [-2.55, 0.14, 0.05], [-0.45, 1.39, 0.13], [1.40, 1.08, -1.40], [0.80, -1.34, 1.60], [0.35, 0.58, -0.49], [1.73, 2.07, -1.11], [1.87, -1.47, 1.62], [0.30, -2.22, 2.00], [2.23, 0.38, -1.41], [1.00, 1.14, -2.42], [0.50, -0.46, 2.15]], "mulliken_charge": [1.28, -0.70, -0.65, -0.54, -0.42, -0.62, -0.42, 1.15, 0.78, -1.36, -0.99, 0.38, 0.39, 0.35, 0.37, 0.38, 0.27, 0.34]}

4.
{"formula": "C3H11N3O", "method": "ωB97M-V with the def2-TZVPD basis set", "homo_ev": -7.9, "e_above_lowest_kcal_mol": 79.56, "total_energy_ha": -360.310610, "max_force_ha_per_bohr": 0.060, "species": ["O", "N", "N", "N", "C", "C", "C", "H", "H", "H", "H", "H", "H", "H", "H", "H", "H", "H"], "coordinates": [[-0.65, -2.27, 0.41], [1.47, -1.47, -0.98], [-0.10, 2.52, 1.00], [-1.90, -0.32, -0.15], [1.05, 1.89, 0.87], [0.39, -0.51, -0.93], [-0.60, -0.87, 0.16], [-0.26, -0.36, 1.09], [-0.94, 2.02, 0.72], [-2.54, -0.54, 0.61], [1.86, 2.47, 1.36], [-0.04, -2.70, -0.22], [1.99, -1.44, -0.11], [2.11, -1.27, -1.74], [-2.27, -0.75, -0.99], [-0.22, 3.47, 1.36], [0.74, 0.61, -0.55], [-0.09, -0.46, -1.91]], "mulliken_charge": [-0.57, -0.69, -0.14, -0.54, -0.54, 0.16, -0.31, 0.29, 0.27, 0.23, 0.18, 0.37, 0.19, 0.20, 0.26, 0.21, -0.06, 0.46]}

5.
{"formula": "C22H25N5O7P2RuS", "method": "ωB97M-V with the def2-TZVPD basis set", "homo_ev": [-3.9, -3.5], "e_above_lowest_kcal_mol": 49.74, "total_energy_ha": -2829.926530, "multiplicity": 2, "max_force_ha_per_bohr": 0.027, "charge": -1, "species": ["Ru", "S", "P", "P", "O", "O", "O", "O", "O", "O", "O", "N", "N", "N", "N", "N", "C", "C", "C", "C", "C", "C", "C", "C", "C", "C", "C", "C", "C", "C", "C", "C", "C", "C", "C", "C", "C", "C", "H", "H", "H", "H", "H", "H", "H", "H", "H", "H", "H", "H", "H", "H", "H", "H", "H", "H", "H", "H", "H", "H", "H", "H", "H"], "coordinates": [[-0.03, -0.08, 0.43], [-1.10, 0.13, 2.28], [-1.65, 3.50, -1.42], [1.21, 3.11, -1.13], [0.76, 1.80, -0.56], [-1.59, 2.45, -2.64], [2.21, 4.00, -0.54], [1.50, 2.91, -2.70], [-2.74, 4.46, -1.60], [-0.23, 4.03, -1.22], [-1.85, 2.56, -0.13], [-3.07, 0.58, -0.30], [-1.90, -0.12, -0.52], [1.94, -0.28, 1.14], [-4.00, 2.50, 0.56], [-0.07, -1.88, -0.32], [0.89, -2.81, -0.09], [-3.34, -1.34, -2.10], [-1.00, -2.12, -1.28], [4.19, -1.15, 0.65], [-5.27, 1.85, 0.82], [-2.08, -1.13, -1.33], [2.32, -0.18, 2.50], [3.09, 0.05, 5.19], [2.70, -0.58, -1.14], [3.24, 0.79, 2.90], [0.98, -3.96, -0.84], [-6.15, 1.73, -0.42], [0.06, -4.19, -1.85], [1.78, -1.02, 3.47], [5.11, -1.59, -0.28], [2.16, -0.91, 4.80], [4.86, -1.55, -1.65], [-0.95, -3.26, -2.07], [3.63, -1.03, -2.05], [2.93, -0.62, 0.26], [3.62, 0.90, 4.23], [-2.97, 1.82, 0.04], [6.06, -1.98, 0.08], [5.59, -1.89, -2.37], [-4.15, -1.60, -1.43], [0.89, 2.26, -3.07], [-5.78, 2.41, 1.61], [-2.30, 2.66, -3.25], [4.42, -1.22, 1.70], [1.58, -2.56, 0.70], [-5.71, 1.03, -1.13], [3.38, 0.14, 6.23], [3.40, -0.97, -3.11], [4.34, 1.66, 4.51], [-5.04, 0.86, 1.22], [1.78, -0.15, -1.52], [1.04, -1.76, 3.17], [-7.15, 1.37, -0.15], [1.77, -4.66, -0.63], [-1.68, -3.43, -2.85], [1.72, -1.57, 5.53], [-6.26, 2.70, -0.91], [-3.63, -0.42, -2.61], [-3.23, -2.13, -2.84], [0.12, -5.08, -2.47], [-3.98, 3.49, 0.40], [3.64, 1.46, 2.15]], "mulliken_spin": [0.61, 0.62, 0.00, 0.01, 0.02, 0.00, 0.00, 0.00, 0.00, 0.00, 0.00, 0.01, -0.05, 0.03, 0.00, -0.03, -0.02, 0.00, -0.08, 0.00, 0.00, -0.05, 0.03, 0.00, 0.00, 0.00, 0.00, 0.00, -0.06, -0.01, 0.00, -0.01, 0.00, 0.03, 0.01, -0.05, 0.00, 0.02, 0.00, 0.00, 0.00, 0.00, 0.00, 0.00, 0.00, -0.01, 0.00, 0.00, 0.00, 0.00, 0.00, 0.01, 0.01, 0.00, 0.00, 0.00, 0.00, 0.00, 0.00, 0.00, -0.01, 0.00, 0.00]}

Which formula does entry 5 have?
C22H25N5O7P2RuS